[1]
Below is C7H18BrI2OP2Zr as an isolated structure at a distorted geometry, with properties calculated with ωB97M-V/def2-TZVPD.

Atoms and positions in Å:
I  -2.8131  -1.2078  -3.8122
I  -2.6190  -3.1847  -1.8997
Zr  0.2017  0.2535  0.0642
P  2.0641  -1.2179  -0.7322
C  2.5631  -2.6434  0.2055
C  1.6928  -1.7231  -2.4336
H  2.6117  -2.1717  -2.8429
H  4.3396  -0.6679  -1.3736
H  1.3932  -0.8436  -3.0250
H  3.2897  0.7943  -1.4196
H  1.7012  -3.3426  0.2533
H  0.8356  -2.4151  -2.4149
C  3.5378  -0.1227  -0.8669
H  3.4370  -3.1042  -0.3117
H  3.8411  0.1981  0.1394
H  2.8216  -2.3289  1.2395
P  -1.8167  1.4631  0.9192
C  -2.6258  0.9426  2.4143
C  -1.2791  3.2047  1.1779
H  -2.5472  1.8683  -1.3529
H  -3.8124  2.2595  -0.1119
H  -3.4253  0.5301  -0.6062
C  -3.0349  1.5430  -0.4207
H  -0.7471  3.5805  0.2927
H  -2.1600  3.8197  1.3831
H  -3.4547  1.6590  2.6219
H  -1.8856  0.9238  3.2427
H  -0.5595  3.2388  2.0077
H  -3.0075  -0.0888  2.2583
C  -0.1085  -1.1340  1.5847
O  -0.1944  -1.8334  2.5183
Br  1.7608  1.7508  1.3016

- HOMO energy: -17.828 eV
- M: 605.104 g mol⁻¹
- Multiplicity: 1
- Calculated total energy: -115670.1907 eV
- Net charge: +3

[2]
Below is CH3Cl2FSi as an isolated structure at a distorted geometry, with properties calculated with ωB97M-V/def2-TZVPD.

Atoms and positions in Å:
C  1.1540  -0.1418  -0.4841
F  1.9461  -0.9620  0.2423
Si  -1.1174  0.0295  0.5662
Cl  -2.0486  -1.6032  -0.0801
Cl  -2.0117  1.7990  -0.0901
H  1.4990  0.9324  -0.5539
H  1.1988  -0.4322  -1.4732
H  -0.6200  0.3782  1.8728

- HOMO energy: -9.165 eV
- Relative energy (zero: lowest compared OMol25 entry of this formula, charge and spin): 471.4 kJ/mol
- M: 133.025 g mol⁻¹
- Multiplicity: 1
- Calculated total energy: -36726.0253 eV
- Net charge: 0

[3]
Below is C33H38BN9O2PtS3 as an isolated structure, with properties calculated with ωB97M-V/def2-TZVPD.

Atoms and positions in Å:
Pt  -0.6636  -0.6954  1.1427
C  0.2660  2.0636  4.3149
C  -0.6630  1.4222  3.5109
N  -0.0337  0.8152  2.4974
N  1.2807  1.0428  2.6336
C  1.4934  1.7947  3.7179
B  2.3317  0.5534  1.5795
N  2.3958  -1.0033  1.5911
C  3.4719  -1.8019  1.5249
C  3.0710  -3.0620  1.1188
C  1.7015  -2.9520  0.9387
N  1.2923  -1.7134  1.2366
N  1.8153  0.9446  0.1667
C  2.5224  1.3635  -0.8984
C  1.7173  1.3107  -2.0162
C  0.5071  0.8025  -1.5566
N  0.5711  0.5954  -0.2404
N  3.6408  1.1948  1.8982
C  4.0241  2.4898  1.6872
C  5.1042  2.7434  2.4844
C  5.3114  1.5366  3.1879
N  4.4276  0.6205  2.8521
H  0.0870  2.6459  5.2016
H  -1.7382  1.3782  3.5906
H  2.4918  2.0935  3.9952
H  4.4438  -1.4172  1.7810
H  3.6898  -3.9285  0.9668
H  1.0109  -3.7013  0.5868
H  3.5519  1.6617  -0.7945
H  1.9752  1.5863  -3.0233
H  -0.3849  0.5659  -2.1095
H  3.5015  3.1322  0.9976
H  5.6772  3.6518  2.5455
H  6.0728  1.3063  3.9160
C  -3.6738  -1.3547  3.8065
C  -2.4291  -1.8197  4.5830
S  -0.8558  -1.8807  3.6784
C  -0.6632  -3.6256  3.2688
C  -1.5758  -4.1432  2.1708
S  -1.5769  -3.1274  0.6597
C  -3.3410  -3.1001  0.2804
C  -4.1964  -2.1386  1.1212
S  -4.4389  -2.6448  2.8190
H  -3.4632  -0.5019  3.1609
H  -4.4528  -1.0882  4.5292
H  -2.5893  -2.7771  5.0814
H  -2.2780  -1.0830  5.3735
H  -0.7983  -4.2171  4.1757
H  0.3859  -3.7165  2.9898
H  -2.6103  -4.2159  2.5262
H  -1.2897  -5.1579  1.8870
H  -3.7078  -4.1264  0.3239
H  -3.4158  -2.7701  -0.7547
H  -5.2114  -2.1452  0.7014
H  -3.8023  -1.1249  1.1174
C  -2.5244  7.3019  2.3798
C  -2.7130  6.5418  1.0978
C  -2.6157  7.2291  -0.1263
C  -2.7585  6.5889  -1.3661
C  -3.0316  5.2554  -1.4109
C  -3.1752  4.5349  -0.1859
N  -3.4435  3.2144  -0.1779
C  -3.9058  2.4193  -1.2468
C  -4.8095  2.9360  -2.1676
C  -5.2340  2.1654  -3.2401
C  -4.7594  0.8732  -3.4050
C  -3.8884  0.3407  -2.4676
C  -3.4721  1.0859  -1.3673
C  -2.6135  0.4261  -0.3586
O  -1.9229  -0.5864  -0.7131
O  -2.5753  0.7989  0.8474
C  -2.9882  5.1864  1.0820
C  -3.1123  4.3859  2.3442
H  -2.2945  8.3456  2.1809
H  -1.7052  6.8856  2.9674
H  -3.4253  7.2726  2.9944
H  -2.4043  8.2909  -0.1086
H  -2.6276  7.1514  -2.2800
H  -3.0827  4.7348  -2.3549
H  -3.2368  2.6972  0.6720
H  -5.2058  3.9321  -2.0273
H  -5.9428  2.5789  -3.9445
H  -5.0766  0.2788  -4.2503
H  -3.5174  -0.6684  -2.5858
H  -4.0086  3.7622  2.3410
H  -3.1759  5.0318  3.2140
H  -2.2379  3.7395  2.4797

- HOMO energy (alpha / beta): -15.359 / -15.359 eV
- Relative energy (zero: lowest compared OMol25 entry of this formula, charge and spin): 0.0 kJ/mol
- M: 894.819 g mol⁻¹
- Multiplicity: 6
- Calculated total energy: -88746.6755 eV
- Net charge: +3

[4]
Below is C6H11Br3ClN4 as an isolated structure at a distorted geometry, with properties calculated with ωB97M-V/def2-TZVPD.

Atoms and positions in Å:
N  -1.7287  -2.2637  1.3953
C  -0.5775  -1.5623  1.1841
N  -0.3939  -0.6736  0.1948
C  0.8579  -0.2436  0.3149
C  1.4617  0.7579  -0.5742
C  0.7871  2.1189  -0.3764
C  0.8615  2.6444  1.0386
Cl  2.4760  3.2991  1.3929
N  1.4471  -0.8249  1.3635
N  0.5468  -1.6776  1.9000
H  -2.3870  -2.0496  2.1173
H  -1.9581  -3.0000  0.7553
H  2.5286  0.8619  -0.3980
H  1.3442  0.4124  -1.5886
H  1.2628  2.8427  -1.0212
H  -0.2527  2.0459  -0.6788
H  0.1461  3.4424  1.1589
H  0.6409  1.9018  1.7964
H  2.3918  -0.6769  1.6867
H  0.7133  -2.2607  2.7067
C  -2.0461  -1.0141  -2.7496
Br  -3.1502  -2.4821  -3.3116
Br  -0.1961  -1.3027  -3.2134
Br  -2.6822  0.6696  -3.4217
H  -2.0931  -0.9652  -1.6717

- HOMO energy: -12.710 eV
- M: 414.347 g mol⁻¹
- Multiplicity: 1
- Calculated total energy: -235004.0384 eV
- Net charge: +1

[5]
Below is a 2-piece molecular cluster, C5H9IOS overall at a distorted geometry, with properties calculated with ωB97M-V/def2-TZVPD.

Atoms and positions in Å:
C  0.2445  1.2172  -1.7700
C  -0.4064  0.6687  1.5735
C  1.1797  -0.8136  0.2864
C  -0.7289  0.4814  -0.8602
C  -0.2518  -0.3008  0.3260
O  1.3991  1.3072  -1.7623
S  -2.3753  1.0766  -0.8894
I  -1.6032  -2.1189  0.6103
H  -0.4279  1.8895  -2.3686
H  -0.9571  0.1136  2.3639
H  -1.1402  1.5246  1.3471
H  0.5488  0.8734  1.8788
H  1.4324  -1.5284  -0.5659
H  1.2807  -1.4190  1.1248
H  2.0776  -0.0740  0.2219
H  -0.6211  -0.8055  -2.2711
H  -2.6579  0.6140  0.2875

- HOMO energy (alpha / beta): -8.899 / -8.896 eV
- Relative energy (zero: lowest compared OMol25 entry of this formula, charge and spin): 315.6 kJ/mol
- M: 244.097 g mol⁻¹
- Multiplicity: 1
- Calculated total energy: -26309.8926 eV
- Net charge: 0

[6]
Below is the molecule C5H8O2, with properties calculated with ωB97M-V/def2-TZVPD.

Atoms and positions in Å:
C  0.9561  1.3705  0.4591
C  0.5798  -0.0444  0.0030
O  1.7580  -0.8502  -0.0143
C  -0.5031  -0.7502  0.9307
O  -1.7539  -1.1056  0.3421
C  -0.0841  -0.0418  -1.3053
C  -1.0847  -0.3148  -1.9226
H  1.5396  1.3392  1.3860
H  0.0659  1.9884  0.6171
H  1.5706  1.8493  -0.3113
H  2.1053  -0.8039  -0.9152
H  -0.6791  -0.1319  1.8174
H  -0.0724  -1.7106  1.2186
H  -2.3372  -0.3417  0.2026
H  -1.9475  -0.5728  -2.4853

- HOMO energy: -9.848 eV
- Relative energy (zero: lowest compared OMol25 entry of this formula, charge and spin): 312.8 kJ/mol
- Structure (SMILES): C#C[C@](C)(O)CO
- M: 100.117 g mol⁻¹
- Multiplicity: 1
- Calculated total energy: -9406.5899 eV
- Net charge: 0